Record 1
{"formula": "C5H15NO", "method": "wB97M-V/def2-TZVPD", "total_energy_ha": -329.4699, "max_force_ev_per_a": 1.84, "homo_lumo_gap_ev": 9.417, "multiplicity": 1, "de_lowest_kj_mol": 99.0, "smiles": "CCNC(C)C.O", "species": ["H", "H", "H", "H", "C", "H", "C", "N", "O", "C", "H", "H", "H", "H", "C", "H", "H", "H", "H", "H", "C", "H"], "positions_angstrom": [[4.675, -1.424, -5.571], [-2.163, 1.692, 3.137], [-2.963, 0.032, 1.705], [-3.228, 1.388, 0.724], [-2.543, 0.549, 0.858], [0.577, -2.154, -0.367], [-1.149, 1.492, 2.783], [-0.127, 0.033, 1.085], [3.759, -1.724, -5.651], [-1.146, 1.060, 1.311], [0.921, 0.883, -0.530], [-0.600, 2.436, 2.862], [3.550, -1.988, -4.742], [-0.421, -0.051, -1.031], [0.377, -0.033, -0.277], [1.667, -1.412, -1.428], [-0.618, 0.798, 3.429], [2.132, -1.349, 0.157], [-0.954, 1.945, 0.725], [-0.516, -0.852, 1.294], [1.217, -1.278, -0.428], [-2.448, -0.041, -0.045]]}

Record 2
{"formula": "C5H15NO", "method": "wB97M-V/def2-TZVPD", "total_energy_ha": -329.4691, "max_force_ev_per_a": 1.87, "homo_lumo_gap_ev": 9.319, "multiplicity": 1, "de_lowest_kj_mol": 101.2, "smiles": "CCCCCN.O", "species": ["C", "H", "H", "H", "H", "H", "H", "N", "C", "H", "H", "H", "C", "H", "H", "O", "H", "C", "H", "C", "H", "H"], "positions_angstrom": [[-2.042, 0.577, -2.268], [4.669, -0.579, 0.997], [-2.632, 0.976, -3.096], [-0.778, -1.197, -0.658], [-3.808, 0.522, -1.028], [-1.302, -0.130, -2.649], [2.176, -0.426, 1.131], [1.713, -0.059, 0.321], [-2.132, 0.130, 0.239], [-0.645, -1.330, 1.009], [-1.432, 1.426, -1.923], [2.099, -0.446, -0.521], [-0.761, -0.561, 0.233], [0.250, 0.804, 1.491], [5.484, -0.336, 2.210], [4.545, -0.411, 1.952], [-3.018, -1.081, -1.282], [0.372, 0.445, 0.475], [-2.883, -0.235, 0.950], [-2.861, -0.012, -1.117], [-2.051, 1.210, 0.377], [0.248, 1.262, -0.240]]}

Record 3
{"formula": "C5H15NO", "method": "wB97M-V/def2-TZVPD", "total_energy_ha": -329.4532, "max_force_ev_per_a": 2.12, "homo_lumo_gap_ev": 9.519, "multiplicity": 1, "de_lowest_kj_mol": 142.9, "smiles": "CCNC(C)C.O", "species": ["O", "H", "H", "H", "C", "N", "H", "H", "H", "C", "C", "H", "H", "H", "H", "C", "H", "H", "C", "H", "H", "H"], "positions_angstrom": [[3.823, -0.968, -5.660], [-1.538, 1.736, -0.729], [2.642, -0.609, 0.856], [-0.527, 1.408, 1.437], [1.754, -1.240, 0.752], [-0.633, -0.547, 0.932], [0.267, -0.799, -0.870], [4.375, -0.371, -6.195], [-2.924, 0.851, -0.449], [-2.105, 0.668, 2.536], [0.578, -0.412, 0.113], [-2.601, 2.283, 0.555], [4.294, -1.786, -5.501], [1.344, -1.365, 1.753], [-3.091, 0.190, 2.380], [-2.156, 1.393, 0.115], [0.920, 0.592, -0.105], [-2.236, 1.669, 2.930], [-1.328, 0.685, 1.206], [-1.653, -0.058, 3.208], [-1.268, -1.247, 0.609], [2.062, -2.071, 0.126]]}

Record 4
{"formula": "C5H15NO", "method": "wB97M-V/def2-TZVPD", "total_energy_ha": -329.4381, "max_force_ev_per_a": 3.22, "homo_lumo_gap_ev": 9.927, "multiplicity": 1, "de_lowest_kj_mol": 182.4, "smiles": "CCN(C)CC.O", "species": ["O", "C", "H", "H", "H", "H", "N", "H", "H", "C", "H", "H", "H", "H", "H", "H", "H", "H", "H", "C", "C", "C"], "positions_angstrom": [[1.167, -0.711, 3.209], [0.357, -0.003, -1.415], [-0.927, -0.618, 1.565], [-0.569, 1.377, -2.853], [0.422, 2.151, -1.822], [-2.480, -1.956, 0.487], [-0.151, 0.460, -0.092], [1.167, 1.004, -3.133], [-2.641, -0.311, -0.129], [0.383, 1.198, -2.361], [1.102, 1.989, 0.560], [0.469, 1.163, 1.877], [1.387, -0.317, -1.271], [-1.976, -1.642, -1.131], [-0.325, -0.769, -1.797], [0.609, -0.496, 2.467], [1.972, -0.192, 3.181], [0.060, -1.602, 0.522], [1.747, 0.306, 0.808], [-0.676, -0.798, 0.568], [-1.978, -1.207, -0.127], [0.885, 0.973, 0.885]]}

Record 5
{"formula": "C5H15NO", "method": "wB97M-V/def2-TZVPD", "total_energy_ha": -329.1563, "max_force_ev_per_a": 2.83, "charge": 1, "homo_lumo_gap_ev": [12.082, 7.091], "multiplicity": 2, "de_lowest_kj_mol": 104.9, "species": ["H", "C", "C", "C", "H", "N", "H", "C", "H", "H", "H", "H", "O", "H", "H", "H", "H", "H", "H", "C", "H", "H"], "positions_angstrom": [[-1.285, 1.056, 0.549], [0.109, -0.156, 1.317], [-0.916, -1.231, 1.831], [-0.156, 0.509, -1.128], [-0.286, 1.505, -1.565], [-0.355, 0.708, 0.300], [0.427, -2.206, -2.559], [-0.122, -2.039, -1.641], [2.412, 2.750, 0.127], [-0.823, -2.789, -1.287], [-0.370, -1.775, 2.590], [-1.277, -1.726, 0.938], [2.010, 2.651, 1.001], [-1.813, -0.764, 2.237], [1.185, 2.208, 0.882], [0.618, -2.060, -0.837], [-0.893, -0.427, -2.851], [1.073, -0.599, 1.083], [0.311, 0.448, 2.224], [-0.859, -0.683, -1.794], [-1.912, -0.625, -1.496], [0.932, 0.372, -1.238]]}

Record 6
{"formula": "C5H15NO2", "method": "wB97M-V/def2-TZVPD", "total_energy_ha": -404.4329, "max_force_ev_per_a": 4.79, "homo_lumo_gap_ev": 2.773, "multiplicity": 1, "de_lowest_kj_mol": 845.9, "species": ["C", "H", "O", "C", "C", "N", "H", "C", "H", "C", "H", "H", "H", "H", "H", "H", "H", "H", "H", "H", "O", "H", "H"], "positions_angstrom": [[2.634, -1.068, 0.102], [-3.776, -0.366, -0.727], [-3.482, -0.059, -1.635], [3.081, 0.260, 0.026], [-0.050, 0.455, 0.284], [-1.146, 1.400, 0.809], [0.707, 0.606, 0.979], [-0.386, -1.008, 0.570], [3.537, 2.242, -0.687], [2.922, 1.334, -0.894], [3.122, -1.776, 0.720], [2.462, 1.169, -1.874], [3.884, 0.430, 0.733], [-1.326, 2.171, 0.281], [-3.935, -0.719, 1.515], [2.239, -1.634, -0.765], [0.470, -1.649, 0.357], [0.268, 0.548, -0.712], [-0.588, -1.171, 1.601], [-1.241, -1.221, -0.011], [-3.420, -0.398, 0.817], [-2.023, 0.841, 0.891], [-3.953, -0.387, -2.379]]}

Question: What is the formula in the second record?
Answer: C5H15NO

Question: multiplicity of number 1 (C5H15NO)?
Answer: 1